1.
Formula: C4H11N3
Source: the OMol25 dataset
Level of theory: the ωB97M-V functional and the def2-TZVPD basis

```
! RIJCOSX wB97M-V def2-TZVPD def2/J DEFGRID3
* xyz 0 1
H -2.7452 0.4473 1.6072
N -3.0141 0.3743 0.6302
C -2.1594 0.8593 -0.1988
N -0.8474 0.5603 -0.2830
C -0.1121 -0.2280 0.6959
C 1.3613 0.0937 0.7776
C 2.1245 -0.0603 -0.5213
N 2.0905 -1.4388 -1.0316
H -2.4515 1.7137 -0.8236
H -0.2831 1.0964 -0.9239
H -0.3030 -1.2967 0.6233
H -0.5881 0.0724 1.6344
H 1.5415 1.1201 1.1131
H 1.8192 -0.5041 1.5677
H 1.8001 0.6817 -1.2646
H 3.1873 0.1414 -0.3894
H 1.1243 -1.7310 -1.1071
H 2.5988 -1.4980 -1.9008
*
```

The SMILES is [H]/N=C\NCCCN. The frontier orbital gap comes out at 9.064 eV. Its HOMO energy is -8.25 eV. For the energy above the lowest of the compared OMol25 structures with the same formula, charge and spin, the calculation gives 218.7 kJ/mol.



2.
Formula: C4H6N2O2P
Source: the OMol25 dataset
Level of theory: the ωB97M-V functional and the def2-TZVPD basis

```
! RIJCOSX wB97M-V def2-TZVPD def2/J DEFGRID3
* xyz -1 1
C -0.4580 1.4898 2.4873
C -1.6214 1.7342 1.7906
C 0.1110 1.2799 0.3969
C 0.3836 -2.2626 -1.4939
N 0.5638 1.2452 1.6289
N -1.2577 1.6061 0.4455
O 1.7393 -0.1997 -3.0329
O 3.1804 -1.5602 -1.4458
P 1.8906 -0.9804 -1.7909
H -0.4107 1.5810 3.6628
H -2.6909 1.8191 1.9668
H 0.1439 -2.0803 -0.3996
H -0.4857 -2.0831 -2.2351
H 0.6836 -3.3436 -1.6211
H -1.7717 1.7548 -0.3596
*
```

The frontier orbital gap (spin up / spin down) comes out at 6.043 / 6.042 eV. Its HOMO energy (spin up / spin down) is -3.38 / -3.38 eV. For the energy above the lowest of the compared OMol25 structures with the same formula, charge and spin, the calculation gives 413.3 kJ/mol.



3.
Formula: C25H39Cl3O23S2
Source: the OMol25 dataset
Level of theory: the ωB97M-V functional and the def2-TZVPD basis

```
! RIJCOSX wB97M-V def2-TZVPD def2/J DEFGRID3
* xyz 1 2
C -0.6605 0.2890 0.6010
Cl -0.2686 1.9121 0.9704
Cl -2.4377 0.0215 0.4897
Cl -0.0029 -0.8058 1.8276
H -0.3016 0.0218 -0.3929
C 3.1504 -0.0842 -5.1803
C 2.0764 0.1583 -4.1406
C 1.8263 -0.9681 -3.0970
O 1.9981 -0.2998 -1.8909
C 2.6168 0.8636 -2.0970
O 3.1922 1.4805 -1.2367
O 2.6288 1.1465 -3.3983
H 2.6728 -0.5258 -6.0549
H 4.0429 -0.6270 -4.8690
H 3.4387 0.8919 -5.5706
H 1.1371 0.4734 -4.5951
H 2.4321 -1.8742 -3.1068
H 0.7696 -1.2295 -3.1515
C -2.8722 4.0267 -0.2336
C -2.7213 4.6192 1.1693
C -2.4059 6.0927 1.2468
O -3.6093 6.6434 1.7992
C -4.4473 5.7318 2.1543
O -5.5720 5.8784 2.7399
O -3.9882 4.5492 1.8453
H -3.7209 4.5283 -0.6986
H -3.0515 2.9530 -0.2890
H -2.1272 4.4114 -0.9301
H -2.0828 3.9379 1.7316
H -2.1846 6.5330 0.2746
H -1.6122 6.3425 1.9508
C -1.5317 -3.1717 4.5886
C -3.0504 -3.3864 4.3851
C -3.7574 -3.4415 5.7577
O -4.6961 -2.3614 5.6648
C -4.6345 -1.7532 4.5712
O -5.3422 -0.7919 4.3110
O -3.6295 -2.2210 3.7837
H -1.1398 -2.6795 3.6985
H -1.0116 -4.1252 4.6806
H -1.4075 -2.5547 5.4785
H -3.4431 -4.3179 3.9777
H -3.1614 -3.1480 6.6219
H -4.1172 -4.4648 5.8648
C 0.5676 -3.4034 -0.8692
C -0.6963 -3.3278 -1.7161
C -1.6060 -4.6259 -1.9856
O -2.8942 -4.0971 -2.0907
C -2.9048 -2.9931 -1.4231
O -3.9257 -2.5241 -1.0063
O -1.7065 -2.5691 -1.1267
H 1.0604 -2.4424 -0.7215
H 1.2114 -4.0678 -1.4456
H 0.3929 -3.8075 0.1279
H -0.5427 -2.8525 -2.6849
H -1.5276 -5.4320 -1.2560
H -1.4548 -5.1955 -2.9026
C 5.7586 -1.1533 2.0473
C 4.3009 -1.0019 2.5100
C 3.3491 -0.9341 1.3406
O 2.6932 -2.2259 1.3112
C 3.0261 -2.9114 2.4544
O 2.6770 -4.0708 2.6852
O 3.9182 -2.2185 3.1492
H 6.3088 -1.5929 2.8793
H 6.2430 -0.2225 1.7526
H 5.8412 -1.8243 1.1923
H 4.2349 -0.2685 3.3136
H 3.8740 -0.6911 0.4168
H 2.6531 -0.1036 1.4589
C -2.9800 -1.5760 -5.1027
C -2.3596 -0.3887 -5.9801
O -1.8593 0.5064 -5.1003
S -2.3600 0.3174 -3.5147
O -3.2601 1.3691 -3.0411
O -1.3163 -0.1563 -2.6593
O -3.3089 -0.9713 -3.8121
H -2.1094 -2.2209 -4.9832
H -3.8175 -2.1163 -5.5439
H -3.1400 0.0432 -6.6065
H -1.4785 -0.5785 -6.5931
C 2.5021 3.7051 1.2810
C 3.2693 4.8051 0.5616
O 4.5549 4.8093 1.1501
S 5.0155 3.4633 2.0203
O 5.4408 3.8114 3.3873
O 5.9346 2.6420 1.2152
O 3.3958 2.8566 2.0506
H 2.1313 3.0153 0.5228
H 1.6761 4.0657 1.8941
H 2.9442 5.8352 0.7078
H 3.2803 4.6455 -0.5166
*
```

The frontier orbital gap (spin up / spin down) comes out at 8.397 / 2.361 eV. Its HOMO energy (spin up / spin down) is -11.95 / -11.95 eV. The expectation value of S² is 0.75.



4.
Formula: C10H36N4O8
Source: the OMol25 dataset
Level of theory: the ωB97M-V functional and the def2-TZVPD basis

```
! RIJCOSX wB97M-V def2-TZVPD def2/J DEFGRID3
* xyz 0 1
N 3.0246 -2.4408 -0.6896
C 2.2076 -1.5498 -0.2016
N 1.5126 -0.9808 -1.0796
O 1.8456 -1.4848 1.0944
H 3.6386 -2.9658 0.0234
H 3.4826 -2.3238 -1.5686
H 0.9626 -0.1818 -0.6366
H 1.8576 -1.0718 -2.0916
N -0.8934 -2.0098 -2.1586
C -1.6354 -1.1858 -2.8896
N -0.9264 -0.1628 -3.2796
O -2.9334 -1.3498 -3.1886
H -1.3304 -2.9608 -2.0236
H -0.0924 -1.6408 -1.5506
H -1.2824 0.5332 -3.9056
H 0.0196 0.0142 -2.8996
C -1.0804 -4.6888 2.3614
C 0.0076 -3.7648 1.9754
O 0.2316 -3.7248 0.5414
H -1.9864 -4.1028 2.1194
H -1.1084 -5.0118 3.3204
H -1.0534 -5.5508 1.6374
H 0.9156 -4.1948 2.4024
H -0.1504 -2.6888 2.2234
H 0.7226 -2.9148 0.5444
C -1.7144 -0.3898 0.8034
C -1.3934 0.8502 -0.0336
O 0.0006 1.0512 -0.0666
H -1.3124 -0.4298 1.8204
H -1.3304 -1.3378 0.3404
H -2.7284 -0.5408 0.9214
H -1.8804 1.6532 0.4534
H -1.8834 0.7272 -0.9856
H 0.1586 1.9952 -0.0936
C -2.8054 2.5292 -2.9716
O -2.1454 2.3122 -4.2586
H -2.3094 3.1442 -2.2606
H -3.1024 1.4772 -2.6256
H -3.7314 3.0662 -3.1046
H -2.6764 1.6062 -4.7006
C -0.0224 4.0222 1.5554
O -0.2794 4.2792 0.2274
H -0.9904 3.8662 2.0124
H 0.4906 4.8852 2.0584
H 0.3576 3.0102 1.5224
H 0.4696 4.0462 -0.3546
C 1.1466 -0.5118 3.8814
O 1.7886 0.3052 4.8604
H 0.1406 -0.7888 4.3144
H 1.7426 -1.4508 3.5754
H 0.8956 0.1802 3.0374
H 2.4116 -0.2428 5.3804
C 2.5916 3.0022 -0.6396
O 1.5876 3.4872 -1.4946
H 3.3826 3.6552 -0.2866
H 3.0286 2.1792 -1.1986
H 2.1716 2.5072 0.1874
H 1.9836 4.2602 -1.9596
*
```

The SMILES is NC(N)=O.NC(N)=O.CCO.CCO.CO.CO.CO.CO. The frontier orbital gap comes out at 9.121 eV. Its HOMO energy is -9.13 eV. For the energy above the lowest of the compared OMol25 structures with the same formula, charge and spin, the calculation gives 399.7 kJ/mol.



Per-record molar mass, g mol⁻¹: 101.2; 145.1; 878.1; 340.4